Density functional theory data (ωB97M-V/def2-TZVPD) for a molecular structure, C44H35AsF6N3O4TeV.

E_LUMO (alpha / beta) (eV): -3.96 / -4.18
<S²>: 3.8235
HOMO energy (alpha / beta) (hartree): -0.3915 / -0.3980
Gap between HOMO and LUMO (alpha / beta) (eV): 6.696 / 6.653
ΔE to the lowest compared entry with this formula, charge and spin (kJ/mol): 400.7

Structure (ORCA input):
```
! wB97M-V def2-TZVPD RIJCOSX def2/J DEFGRID3
* xyz 1 4
V 0.264 0.056 0.002
C 2.514 7.003 1.194
C 2.009 5.615 0.915
C 2.876 4.622 0.715
C 2.667 3.191 0.529
C 3.743 2.352 1.205
O 3.517 1.855 2.280
C 5.065 2.247 0.530
C 6.126 1.673 1.228
C 7.368 1.559 0.628
C 7.555 2.013 -0.673
C 6.501 2.583 -1.373
C 5.258 2.703 -0.771
C 1.683 2.496 -0.042
O 1.693 1.154 0.059
C -0.764 3.013 -0.064
C 0.498 5.478 0.912
C -1.892 2.077 -0.354
N -1.606 0.835 -0.398
C -2.515 -0.187 -0.927
C -2.120 -0.483 -2.384
Te -0.077 0.068 -2.844
C -0.628 1.937 -3.708
C -0.047 3.287 -3.376
C -0.144 4.255 -4.515
C -0.997 4.072 -5.549
C -1.724 2.867 -5.665
C -1.460 1.803 -4.779
C -3.280 2.588 -0.416
C -3.751 3.382 -1.458
C -5.076 3.792 -1.450
C -5.915 3.444 -0.402
C -5.436 2.674 0.650
C -4.123 2.236 0.641
H 3.602 7.038 1.182
H 2.172 7.339 2.178
H 2.138 7.720 0.462
H 3.928 4.891 0.783
H 5.956 1.323 2.237
H 8.193 1.117 1.170
H 8.527 1.922 -1.140
H 6.650 2.933 -2.386
H 4.433 3.148 -1.315
H 0.115 6.391 1.374
H -3.553 0.136 -0.878
H -2.408 -1.074 -0.307
H -2.710 0.116 -3.073
H -2.248 -1.534 -2.630
H 0.985 3.188 -3.043
H 0.428 5.169 -4.406
H -1.107 4.839 -6.305
H -2.418 2.718 -6.480
H -1.900 0.840 -5.017
H -3.090 3.665 -2.263
H -5.450 4.397 -2.265
H -6.945 3.778 -0.401
H -6.086 2.410 1.474
H -3.736 1.636 1.458
O -0.678 2.247 2.146
C -0.497 3.204 1.407
N 0.054 4.368 1.771
C -0.133 5.465 -0.522
C -0.258 4.027 -1.033
O -0.804 3.956 -2.313
N 0.532 2.867 -0.767
C 0.734 6.308 -1.462
C 1.829 5.745 -2.112
C 2.654 6.512 -2.922
C 2.396 7.865 -3.093
C 1.316 8.440 -2.441
C 0.494 7.668 -1.632
C -1.589 5.979 -0.488
C -2.327 6.033 0.690
C -3.638 6.496 0.692
C -4.234 6.913 -0.484
C -3.515 6.850 -1.671
C -2.212 6.381 -1.673
H 0.438 4.361 2.708
H 2.069 4.699 -1.964
H 3.502 6.052 -3.413
H 3.037 8.466 -3.724
H 1.110 9.496 -2.557
H -0.342 8.137 -1.128
H -1.895 5.722 1.632
H -4.186 6.535 1.625
H -5.251 7.284 -0.479
H -3.966 7.175 -2.600
H -1.666 6.339 -2.606
F -0.555 -1.227 1.351
As 0.351 -2.778 0.788
F 1.659 -1.587 0.606
F 0.793 -3.095 2.373
F 1.228 -4.000 0.048
F -1.115 -3.602 0.850
F -0.144 -2.079 -0.805
*
```

Density functional theory data (ωB97M-V/def2-TZVPD) for a gas-phase ion, C3H10NS (charge +1) in a non-equilibrium geometry.

E_LUMO (eV): -3.52
HOMO energy (hartree): -0.5098
Structure (SMILES): C[C@@H]([NH3+])CS
Gap between HOMO and LUMO (eV): 10.354
ΔE to the lowest compared entry with this formula, charge and spin (kJ/mol): 8.9

Structure (ORCA input):
```
! wB97M-V def2-TZVPD RIJCOSX def2/J DEFGRID3
* xyz 1 1
C 1.634 1.609 -0.507
C 0.405 0.706 -0.502
N 0.654 -0.529 -1.314
C -0.070 0.281 0.909
S -1.355 -1.027 0.826
H 2.151 1.705 -1.459
H 1.293 2.609 -0.200
H 2.355 1.299 0.257
H -0.432 1.267 -0.915
H -0.140 -1.171 -1.165
H 1.531 -0.982 -1.041
H 0.791 -0.306 -2.299
H -0.377 1.184 1.449
H 0.766 -0.125 1.492
H -2.366 -0.164 0.988
*
```

Density functional theory data (ωB97M-V/def2-TZVPD) for a molecular structure, C9H7Cl2GaIrNO3 in a non-equilibrium geometry.

E_LUMO (alpha / beta) (eV): -16.78 / -20.75
<S²>: 6.0336
HOMO energy (alpha / beta) (hartree): -0.8638 / -0.8295
Gap between HOMO and LUMO (alpha / beta) (eV): 6.723 / 1.818

Structure (ORCA input):
```
! wB97M-V def2-TZVPD RIJCOSX def2/J DEFGRID3
* xyz 4 5
Ir -0.348 -1.321 -4.829
Ga -0.711 -1.412 -2.324
Cl -1.563 0.302 -3.571
Cl 1.493 -1.204 -2.638
C -1.420 -1.930 -0.497
C -0.592 -0.250 -6.334
C 0.455 -2.613 -5.911
O -1.425 -2.691 0.366
O -0.712 0.438 -7.273
O 0.960 -3.270 -6.745
C 0.476 2.020 4.598
C 0.338 1.223 3.314
C 1.442 0.755 2.595
C 1.254 0.099 1.362
N 0.048 -0.141 0.823
C -1.015 0.282 1.515
C -0.921 0.976 2.730
H 0.848 1.444 5.456
H 1.148 2.865 4.391
H -0.486 2.417 4.926
H 2.459 0.889 2.964
H 2.137 -0.202 0.780
H -2.007 0.092 1.081
H -1.859 1.234 3.219
*
```

Density functional theory data (ωB97M-V/def2-TZVPD) for a gas-phase ion, C8H12N4 (charge +2) in a non-equilibrium geometry.

E_LUMO (eV): -7.74
HOMO energy (hartree): -0.6407
Structure (SMILES): C[N+]#CC/C=N/[n+]1cccn1C
Gap between HOMO and LUMO (eV): 9.695
ΔE to the lowest compared entry with this formula, charge and spin (kJ/mol): 368.2

Structure (ORCA input):
```
! wB97M-V def2-TZVPD RIJCOSX def2/J DEFGRID3
* xyz 2 1
C 4.128 2.014 0.700
N 3.296 0.940 0.503
C 2.523 0.114 0.631
C 1.907 -1.170 0.430
C 0.424 -1.096 0.024
N -0.105 0.055 0.239
N -1.468 0.232 0.234
C -2.123 1.311 0.815
C -3.518 1.164 0.581
C -3.601 0.021 -0.201
N -2.412 -0.574 -0.450
C -2.092 -1.339 -1.626
H 4.708 1.761 1.622
H 4.752 2.036 -0.180
H 3.490 2.968 0.771
H 2.413 -1.527 -0.391
H 2.015 -1.866 1.306
H -0.092 -2.056 -0.112
H -1.468 1.946 1.299
H -4.180 1.830 1.122
H -4.473 -0.549 -0.522
H -1.879 -2.367 -1.342
H -3.026 -1.437 -2.305
H -1.236 -0.784 -2.116
*
```